Record 1
80
Properties=species:S:1:pos:R:3 method="wB97M-V/def2-TZVPD" largest_force_ev_per_a=0.5 energy_ha=-3892.07610 gap_ha="0.2734 / 0.2896" relative_energy_ev=0.056 e_lumo_ev="0.30 / 0.13" spin_multiplicity=2
Cu -0.175 -0.744 0.359
N 2.971 6.427 -0.467
C 2.955 5.051 -0.301
C 3.741 4.447 0.683
C 3.758 3.072 0.822
C 2.995 2.284 -0.027
C 2.217 2.870 -1.018
C 2.195 4.244 -1.154
S 3.005 0.531 0.120
O 2.794 -0.015 -1.200
O 4.220 0.160 0.816
N 1.709 0.053 0.963
C 1.484 0.488 2.229
N 0.334 0.002 2.747
C 0.008 0.384 3.968
C 0.801 1.238 4.720
C 1.966 1.668 4.105
N 2.324 1.307 2.881
H 3.269 6.971 0.323
H 2.197 6.828 -0.969
H 4.343 5.066 1.337
H 4.359 2.596 1.582
H 1.644 2.239 -1.682
H 1.597 4.704 -1.932
H -0.930 -0.003 4.354
H 0.528 1.550 5.717
H 2.649 2.338 4.618
C -4.171 -1.538 1.681
O -2.870 -1.744 1.125
C -2.126 -0.622 0.925
O -2.606 0.447 1.256
H -4.568 -2.530 1.883
H -4.812 -1.013 0.971
H -4.117 -0.952 2.597
C -5.278 0.272 -4.699
C -4.257 0.714 -3.689
C -4.593 1.591 -2.666
C -3.662 1.989 -1.718
C -4.106 2.905 -0.606
C -2.354 1.477 -1.788
C -1.418 1.838 -0.717
O -0.383 1.242 -0.460
C -1.986 0.598 -2.827
C -0.600 0.040 -2.999
C -2.952 0.243 -3.758
H -6.210 0.825 -4.592
H -5.500 -0.791 -4.578
H -4.909 0.412 -5.716
H -5.606 1.972 -2.603
H -5.143 3.199 -0.758
H -3.506 3.816 -0.563
H -4.024 2.402 0.358
H -1.661 2.735 -0.134
H 0.178 0.765 -2.769
H -0.470 -0.306 -4.025
H -0.431 -0.812 -2.337
H -2.673 -0.425 -4.566
C 4.372 -3.176 1.788
N 2.940 -3.490 1.544
C 2.077 -2.948 2.629
C 2.497 -2.977 0.188
C 1.151 -3.518 -0.178
C 1.119 -4.872 -0.532
C -0.056 -5.477 -0.934
C -1.197 -4.691 -1.018
C -1.152 -3.350 -0.667
C 0.005 -2.705 -0.198
H 4.628 -3.440 2.812
H 4.513 -2.108 1.618
H 4.980 -3.744 1.088
H 2.814 -4.503 1.519
H 2.305 -1.893 2.733
H 2.297 -3.481 3.552
H 1.035 -3.066 2.344
H 3.268 -3.283 -0.521
H 2.492 -1.903 0.268
H 2.041 -5.452 -0.538
H -0.074 -6.524 -1.206
H -2.128 -5.126 -1.363
H -2.067 -2.783 -0.750

=====

Record 2
77
Properties=species:S:1:pos:R:3 method="wB97M-V/def2-TZVPD" largest_force_ev_per_a=0.2 energy_ha=-2682.55147 gap_ha=0.2486 relative_energy_ev=0.000 e_lumo_ev=0.32
Pt -0.247 -0.474 -0.155
C -0.058 -0.425 4.464
C -0.509 -0.380 3.026
S 0.790 -0.641 1.871
C -1.763 -0.166 2.633
C -2.908 0.094 3.567
S -2.234 -0.157 0.935
H 1.008 -0.644 4.524
H -0.589 -1.199 5.021
H -0.222 0.534 4.959
H -2.568 0.175 4.599
H -3.650 -0.707 3.511
H -3.416 1.024 3.299
C -1.916 1.036 -3.225
C -2.109 -0.418 -2.922
C -2.926 -1.224 -3.689
C -3.037 -2.581 -3.368
C -2.337 -3.120 -2.320
C -1.500 -2.268 -1.566
N -1.428 -0.944 -1.894
N -0.722 -2.543 -0.513
Si -0.225 -4.126 0.006
C 1.313 -4.002 1.050
C 0.206 -5.181 -1.493
C -1.585 -4.953 0.990
H -1.480 1.152 -4.219
H -1.255 1.493 -2.493
H -2.877 1.553 -3.229
H -3.469 -0.797 -4.520
H -3.692 -3.215 -3.954
H -2.435 -4.161 -2.048
H 2.123 -3.499 0.516
H 1.652 -5.010 1.305
H 1.134 -3.449 1.971
H 0.810 -4.608 -2.202
H -0.666 -5.560 -2.027
H 0.797 -6.045 -1.178
H -1.818 -4.350 1.870
H -1.295 -5.952 1.327
H -2.503 -5.046 0.405
N 5.195 -1.311 -3.236
C 4.023 -1.141 -2.562
C 3.991 -0.580 -1.281
C 2.783 -0.401 -0.651
N 1.612 -0.742 -1.201
C 1.635 -1.275 -2.429
C 2.794 -1.487 -3.135
H 6.063 -1.227 -2.739
H 5.206 -1.878 -4.064
H 4.903 -0.284 -0.780
H 2.737 0.034 0.339
H 0.677 -1.543 -2.853
H 2.745 -1.920 -4.125
N -0.092 1.490 -0.471
C 0.042 2.498 0.275
C -0.094 3.843 -0.394
C -1.170 4.081 -1.242
C -1.308 5.309 -1.872
C -0.366 6.307 -1.667
C 0.704 6.079 -0.812
C 0.830 4.858 -0.166
C 0.288 2.629 1.750
C 1.575 2.557 2.268
C 1.808 2.833 3.608
C 0.753 3.182 4.439
C -0.536 3.251 3.927
C -0.765 2.985 2.585
H -1.902 3.299 -1.386
H -2.157 5.490 -2.521
H -0.471 7.264 -2.161
H 1.436 6.858 -0.642
H 1.651 4.690 0.520
H 2.395 2.284 1.616
H 2.814 2.777 4.003
H 0.934 3.399 5.484
H -1.363 3.520 4.572
H -1.766 3.055 2.174

=====

Record 3
86
Properties=species:S:1:pos:R:3 method="wB97M-V/def2-TZVPD" largest_force_ev_per_a=3.7 energy_ha=-3884.88176 gap_ha=0.2982 relative_energy_ev=0.413 e_lumo_ev=0.22
Rb -2.671 0.936 1.125
C -5.036 -3.540 -1.680
C -5.816 -2.503 -1.022
N -7.118 -2.466 -0.876
N -7.260 -1.448 0.004
C -6.162 -0.826 0.340
S -6.113 0.460 1.431
N -5.168 -1.494 -0.347
N -3.795 -1.093 -0.465
H -5.565 -4.288 -2.278
H -4.396 -4.035 -0.894
H -4.293 -3.120 -2.414
H -8.150 -1.296 0.444
H -3.587 -1.073 -1.485
H -3.203 -1.917 -0.150
O -0.789 -1.191 0.489
S -0.733 -1.886 -0.794
O -1.303 -3.243 -0.752
O -1.291 -1.145 -1.906
C 1.048 -2.071 -1.026
C 1.499 -3.380 -1.202
C 2.855 -3.583 -1.298
C 3.688 -2.564 -1.602
C 3.315 -1.218 -1.459
C 1.940 -0.977 -1.117
P 1.361 0.730 -0.961
C 1.533 1.384 -2.648
C 1.333 2.761 -2.759
C 1.186 3.351 -4.014
C 1.122 2.530 -5.112
C 1.381 1.182 -5.053
C 1.461 0.569 -3.795
C 2.882 1.469 -0.245
C 3.091 1.145 1.125
C 4.368 1.300 1.686
C 5.444 1.797 0.918
C 5.173 2.226 -0.384
C 3.932 2.074 -0.956
H 0.829 -4.217 -1.117
H 3.275 -4.591 -1.336
H 4.762 -2.679 -1.795
H 4.010 -0.404 -1.576
H 1.272 3.329 -1.824
H 0.997 4.435 -4.108
H 0.982 3.003 -6.086
H 1.314 0.553 -5.904
H 1.521 -0.529 -3.718
H 2.359 0.628 1.651
H 4.615 0.921 2.662
H 6.391 1.879 1.372
H 5.995 2.700 -0.903
H 3.827 2.421 -1.961
N -0.508 -2.586 4.397
C -1.201 -2.784 3.253
S -2.884 -2.557 3.177
N -0.398 -3.319 2.268
C 0.929 -3.638 2.535
C 1.889 -2.752 1.961
C 3.194 -3.208 1.947
C 3.600 -4.426 2.534
C 2.618 -5.262 3.091
C 1.262 -4.897 3.072
H -1.047 -2.325 5.190
H 0.366 -3.102 4.536
H -0.791 -3.318 1.350
H 1.600 -1.822 1.479
H 3.960 -2.563 1.474
H 4.701 -4.659 2.652
H 2.862 -6.212 3.525
H 0.467 -5.538 3.429
C -2.283 5.693 -1.422
O -2.263 6.021 -0.052
P -2.569 4.739 0.931
O -2.099 5.459 2.332
C -3.120 6.130 3.054
O -1.232 3.786 0.768
C 0.124 4.074 0.985
H -2.833 4.776 -1.687
H -1.204 5.615 -1.856
H -2.749 6.496 -1.932
H -2.703 6.321 4.050
H -3.949 5.412 3.205
H -3.452 7.026 2.436
H 0.591 3.118 0.768
H 0.325 4.422 1.988
H 0.485 4.872 0.336